Entry 1:
{"formula": "C5H12OSi", "method": "ωB97M-V/def2-TZVPD", "elements": ["C", "C", "C", "C", "C", "O", "Si", "H", "H", "H", "H", "H", "H", "H", "H", "H", "H", "H", "H"], "positions_angstrom": [[2.176, 0.360, -0.331], [1.612, 1.023, 0.600], [3.609, 0.164, -0.691], [-2.169, -1.760, 0.857], [-2.003, -0.697, -0.253], [-2.070, 1.878, -0.783], [-1.523, 0.952, 0.397], [1.555, -0.139, -1.080], [2.011, 1.572, 1.534], [4.392, 0.545, 0.133], [3.888, 0.679, -1.700], [3.795, -0.931, -0.936], [-3.119, -2.236, 0.773], [-1.265, -2.368, 0.848], [-2.222, -1.270, 1.888], [-3.007, -0.653, -0.928], [-1.308, -0.990, -1.065], [-2.460, 2.677, -1.026], [-1.891, 1.194, 1.762]], "spin_multiplicity": 3, "s_squared": 2.01, "e_tot_ev": -15299.3569, "relative_energy_kj_mol": 66.12, "homo_lumo_gap_ev": [6.549, 8.753]}


Entry 2:
{"formula": "C2H3BO3", "method": "ωB97M-V/def2-TZVPD", "elements": ["O", "C", "C", "O", "B", "O", "H", "H", "H"], "positions_angstrom": [[-2.247, 0.661, -0.013], [-1.128, 0.276, -0.156], [0.183, 0.944, 0.014], [1.214, -0.059, -0.074], [0.566, -1.289, -0.044], [-0.741, -1.220, 0.029], [0.670, 1.673, -0.650], [0.213, 1.367, 1.021], [1.269, -2.353, -0.129]], "spin_multiplicity": 1, "e_tot_ev": -8942.6872, "relative_energy_kj_mol": 165.78, "homo_lumo_gap_ev": 11.581, "smiles": "O=C1COBO1"}


Copy entry 2 word for word.
{"formula": "C2H3BO3", "method": "ωB97M-V/def2-TZVPD", "elements": ["O", "C", "C", "O", "B", "O", "H", "H", "H"], "positions_angstrom": [[-2.247, 0.661, -0.013], [-1.128, 0.276, -0.156], [0.183, 0.944, 0.014], [1.214, -0.059, -0.074], [0.566, -1.289, -0.044], [-0.741, -1.220, 0.029], [0.670, 1.673, -0.650], [0.213, 1.367, 1.021], [1.269, -2.353, -0.129]], "spin_multiplicity": 1, "e_tot_ev": -8942.6872, "relative_energy_kj_mol": 165.78, "homo_lumo_gap_ev": 11.581, "smiles": "O=C1COBO1"}


Repeat the second record exactly.
{"formula": "C2H3BO3", "method": "ωB97M-V/def2-TZVPD", "elements": ["O", "C", "C", "O", "B", "O", "H", "H", "H"], "positions_angstrom": [[-2.247, 0.661, -0.013], [-1.128, 0.276, -0.156], [0.183, 0.944, 0.014], [1.214, -0.059, -0.074], [0.566, -1.289, -0.044], [-0.741, -1.220, 0.029], [0.670, 1.673, -0.650], [0.213, 1.367, 1.021], [1.269, -2.353, -0.129]], "spin_multiplicity": 1, "e_tot_ev": -8942.6872, "relative_energy_kj_mol": 165.78, "homo_lumo_gap_ev": 11.581, "smiles": "O=C1COBO1"}